# 1
ORCA calculation (ωB97M-V/def2-TZVPD) on a 11-piece molecular cluster, C34H64N4O12S5 overall.

Last column: Mulliken charge in e.
Element x y z (Å)
C1 -0.434 1.170 -0.010  1.910
C2 -0.501 -0.276 -0.409  0.487
O1 -0.293 -1.177 0.387  0.052
C3 -0.989 -0.520 -1.793  -0.275
H1 -1.019 1.846 -0.634  -0.665
H2 0.591 1.510 0.136  -0.562
H3 -0.791 1.256 1.016  -0.888
H4 -1.322 0.420 -2.233  -0.111
H5 -1.915 -1.095 -1.774  -0.050
H6 -0.244 -1.082 -2.356  0.260
C4 -5.615 -2.717 -4.131  -1.138
C5 -4.256 -2.041 -4.162  0.752
O2 -4.074 -0.855 -4.276  -0.586
C6 -3.090 -2.926 -4.119  -0.716
H7 -6.072 -2.378 -3.201  0.272
H8 -5.464 -3.794 -4.209  0.301
H9 -6.068 -2.268 -5.014  0.392
H10 -2.154 -2.368 -4.138  0.129
H11 -3.055 -3.523 -5.031  0.540
H12 -3.159 -3.640 -3.299  0.060
C7 -3.413 -1.629 1.489  -0.117
C8 -3.861 -2.538 0.454  0.187
N1 -4.125 -3.274 -0.432  -0.545
H13 -2.647 -1.002 1.034  -0.328
H14 -3.165 -2.026 2.474  0.348
H15 -4.247 -0.948 1.662  0.463
C9 -3.235 2.583 2.626  -0.888
C10 -2.859 1.394 3.409  0.514
N2 -2.521 0.444 3.979  -0.458
H16 -4.225 2.857 2.991  0.390
H17 -3.219 2.278 1.580  0.241
H18 -2.421 3.292 2.780  0.267
C11 -2.265 1.493 -5.360  -0.529
C12 -1.060 0.586 -5.456  0.443
N3 -0.124 -0.066 -5.592  -0.504
H19 -2.519 1.766 -4.335  -0.107
H20 -3.137 0.947 -5.720  0.323
H21 -2.122 2.438 -5.885  0.400
C13 -2.156 3.807 -2.670  -0.033
C14 -2.122 5.269 -2.714  0.101
N4 -2.141 6.396 -2.770  -0.473
H22 -1.464 3.409 -3.412  0.033
H23 -3.147 3.544 -3.040  0.549
H24 -1.969 3.441 -1.661  -0.184
C15 0.047 -2.137 3.792  1.220
C16 -0.281 -2.081 5.246  -0.819
C17 -0.301 -3.493 5.800  -0.865
S1 1.056 -4.403 4.889  1.105
O3 0.583 -5.632 4.256  -0.619
O4 2.217 -4.415 5.775  -0.669
C18 1.331 -3.049 3.616  -0.837
H25 0.155 -1.146 3.353  -0.889
H26 -0.821 -2.521 3.254  -0.143
H27 -1.144 -1.460 5.483  0.424
H28 0.626 -1.614 5.630  0.360
H29 -1.222 -3.835 5.329  0.366
H30 -0.307 -3.730 6.863  0.491
H31 1.656 -3.366 2.625  0.428
H32 2.155 -2.528 4.102  0.528
C19 2.450 6.849 -2.223  -0.686
C20 3.604 6.144 -1.552  -0.659
C21 3.159 4.781 -1.026  -0.560
S2 2.056 3.992 -2.224  1.162
O5 0.814 3.576 -1.560  -0.495
O6 2.753 3.117 -3.082  -0.738
C22 1.800 5.620 -3.045  -0.900
H33 2.694 7.727 -2.822  0.367
H34 1.685 7.210 -1.536  0.286
H35 3.926 6.834 -0.772  0.349
H36 4.463 6.057 -2.217  0.315
H37 2.487 4.970 -0.188  0.316
H38 3.760 3.950 -0.656  0.337
H39 0.776 5.779 -3.381  0.408
H40 2.244 5.510 -4.035  0.429
C23 2.942 -1.448 -1.553  0.170
C24 3.070 -0.257 -2.491  -0.705
C25 4.409 0.431 -2.150  -0.916
S3 4.134 0.654 -0.331  0.984
O7 3.168 1.774 -0.122  -0.410
O8 5.359 0.601 0.420  -0.785
C26 3.150 -0.959 -0.099  -0.304
H41 3.543 -2.303 -1.864  0.551
H42 1.914 -1.720 -1.793  -0.633
H43 2.239 0.401 -2.235  0.025
H44 2.943 -0.590 -3.521  0.696
H45 4.766 1.352 -2.612  0.412
H46 5.253 -0.258 -2.179  0.438
H47 2.240 -0.876 0.496  -0.171
H48 3.859 -1.662 0.339  0.645
C27 -0.028 -5.045 0.776  0.331
C28 -1.144 -5.948 0.278  -1.204
C29 -1.572 -5.454 -1.129  -0.172
S4 -0.023 -5.199 -2.002  1.018
O9 -0.226 -4.098 -2.960  -0.540
O10 0.381 -6.572 -2.397  -0.724
C30 0.761 -4.576 -0.451  -0.168
H49 0.668 -5.479 1.494  0.430
H50 -0.543 -4.162 1.155  -0.477
H51 -1.963 -5.986 0.997  0.476
H52 -0.793 -6.953 0.043  0.372
H53 -1.888 -4.420 -0.987  -0.272
H54 -2.245 -6.007 -1.784  0.570
H55 0.626 -3.510 -0.632  -0.361
H56 1.842 -4.707 -0.509  0.614
C31 0.314 2.649 4.538  -0.974
C32 0.754 1.419 3.787  1.075
C33 2.013 1.735 2.985  -0.197
S5 2.965 2.891 4.127  1.178
O11 3.428 4.087 3.428  -0.645
O12 3.910 2.103 4.935  -0.670
C34 1.506 3.379 5.179  -0.856
H57 -0.476 2.424 5.255  0.456
H58 -0.160 3.269 3.778  0.199
H59 -0.026 0.994 3.155  -0.677
H60 0.973 0.711 4.587  -0.082
H61 1.760 2.161 2.014  -0.057
H62 2.733 0.951 2.749  0.270
H63 1.459 4.468 5.209  0.454
H64 1.672 3.024 6.196  0.372

Computed properties:
Lowest unoccupied orbital energy (eV): -0.290
Gap between HOMO and LUMO (eV): 9.49
Relative energy (zero: lowest compared OMol25 entry of this formula, charge and spin) (kJ/mol): 0.0

# 2
ORCA calculation (ωB97M-V/def2-TZVPD) on a 7-piece molecular cluster, C40H52N6O3 overall.

Last column: Mulliken charge in e.
Element x y z (Å)
C1 -4.042 -1.914 1.713  -0.969
C2 -2.910 -2.357 1.100  -0.241
C3 -2.714 -3.813 1.065  1.019
C4 -2.965 -4.662 0.063  0.951
C5 -3.443 -4.532 -1.337  -0.727
C6 -4.255 -3.287 -1.710  -1.380
C7 -3.536 -2.256 -2.610  0.909
C8 -4.348 -0.949 -2.565  -1.871
C9 -2.075 -2.050 -2.251  -0.043
C10 -1.409 -0.988 -3.128  -0.617
C11 0.012 -0.716 -2.710  -1.158
C12 0.493 -1.077 -1.441  0.934
C13 0.758 -0.060 -0.380  -1.235
C14 0.766 -2.527 -1.153  -0.897
C15 -2.728 -6.027 0.630  -0.576
O1 -3.131 -7.069 0.210  -0.537
O2 -2.140 -5.911 1.873  -0.353
C16 -2.108 -4.575 2.191  -0.248
O3 -1.503 -4.154 3.136  -0.376
H1 -4.807 -1.318 1.226  0.243
H2 -4.254 -2.182 2.746  0.308
H3 -2.167 -1.650 0.749  0.604
H4 -4.012 -5.428 -1.574  0.529
H5 -2.538 -4.608 -1.944  0.424
H6 -4.718 -2.814 -0.851  0.550
H7 -5.085 -3.655 -2.312  0.503
H8 -3.600 -2.653 -3.624  0.400
H9 -4.318 -0.479 -3.545  0.377
H10 -5.373 -1.111 -2.254  0.458
H11 -3.848 -0.239 -1.906  0.340
H12 -1.952 -1.725 -1.220  -0.428
H13 -1.476 -2.946 -2.391  0.188
H14 -1.400 -1.348 -4.164  0.366
H15 -1.921 -0.028 -3.087  0.366
H16 0.709 -0.250 -3.405  0.430
H17 1.631 0.569 -0.600  0.240
H18 0.899 -0.516 0.599  0.390
H19 -0.076 0.631 -0.286  0.299
H20 0.229 -2.941 -0.288  0.025
H21 0.478 -3.119 -2.018  0.428
H22 1.840 -2.663 -1.044  0.307
N1 -1.271 -1.532 4.646  0.222
C17 -0.464 -1.006 5.615  -0.668
C18 -0.448 0.356 5.460  -0.303
C19 -1.285 0.658 4.351  -0.115
C20 -1.780 -0.527 3.876  -0.925
H23 -1.458 -2.512 4.513  0.264
H24 0.031 -1.643 6.328  0.415
H25 0.103 1.053 6.070  0.426
H26 -1.503 1.631 3.942  0.435
H27 -2.440 -0.740 3.057  0.267
N2 -0.595 4.337 3.834  0.102
C21 -1.844 4.749 4.208  -0.295
C22 -1.981 6.062 3.843  -0.624
C23 -0.768 6.458 3.217  -0.245
C24 0.066 5.372 3.226  -0.926
H28 -0.218 3.418 3.979  0.225
H29 -2.524 4.075 4.701  0.394
H30 -2.854 6.671 4.004  0.412
H31 -0.536 7.427 2.807  0.428
H32 1.070 5.245 2.855  0.505
N3 4.829 0.331 -1.456  0.067
C25 6.086 0.853 -1.332  -0.513
C26 6.786 0.063 -0.459  -0.567
C27 5.915 -0.980 -0.043  -0.389
C28 4.717 -0.787 -0.678  -0.026
H33 4.098 0.710 -2.029  0.192
H34 6.375 1.739 -1.872  0.394
H35 7.807 0.215 -0.153  0.385
H36 6.142 -1.779 0.643  0.383
H37 3.797 -1.344 -0.644  0.107
N4 3.589 -4.375 2.862  0.087
C29 2.250 -4.100 2.779  -0.676
C30 1.653 -4.564 3.921  0.129
C31 2.675 -5.137 4.727  -1.004
C32 3.856 -5.003 4.047  -0.417
H38 4.269 -4.150 2.162  0.162
H39 1.839 -3.600 1.918  0.422
H40 0.606 -4.497 4.152  0.534
H41 2.555 -5.594 5.694  0.391
H42 4.858 -5.300 4.303  0.381
N5 0.322 4.069 0.037  0.273
C33 -0.338 3.846 -1.138  -1.175
C34 0.592 3.803 -2.142  0.211
C35 1.867 4.005 -1.545  -0.720
C36 1.664 4.163 -0.199  -0.455
H43 -0.113 4.154 0.940  0.170
H44 -1.409 3.739 -1.161  0.400
H45 0.383 3.645 -3.187  0.454
H46 2.822 4.033 -2.043  0.478
H47 2.359 4.335 0.605  0.384
N6 0.904 4.802 -6.188  0.045
C37 0.742 5.508 -7.349  -0.514
C38 1.618 6.559 -7.326  -0.395
C39 2.340 6.482 -6.103  -0.500
C40 1.878 5.386 -5.425  -0.100
H48 0.386 3.981 -5.935  0.192
H49 0.020 5.204 -8.087  0.367
H50 1.730 7.301 -8.098  0.388
H51 3.110 7.153 -5.763  0.388
H52 2.155 4.974 -4.471  0.142

Computed properties:
Lowest unoccupied orbital energy (eV): -0.943
Gap between HOMO and LUMO (eV): 6.32

Number 1: total energy -4446.55691 Ha. Number 2: total energy -2109.39434 Ha.